1.
Computed, not measured: the molecule CH5NO3S, with ωB97M-V/def2-TZVPD.

Bonds (Å) are listed after each position.
Cartesian coordinates (Å):
1 C -0.362 0.013 -0.178  N2 1.494, O3 1.342, O4 1.385, O5 1.435
2 N 0.503 -0.178 1.024  C1 1.494, S6 1.676, H7 1.022
3 O -0.546 1.339 -0.284  C1 1.342, H8 1.007
4 O -1.579 -0.618 0.021  C1 1.385, H9 1.035
5 O 0.367 -0.486 -1.309  C1 1.435, H10 0.950
6 S 1.900 -1.044 0.696  N2 1.676, H11 1.402
7 H -0.149 -0.653 1.652  N2 1.022
8 H -0.067 1.846 0.442  O3 1.007
9 H -2.263 0.125 0.244  O4 1.035
10 H -0.137 -0.264 -2.082  O5 0.950
11 H 2.333 -0.080 -0.227  S6 1.402

The structure (SMILES) is OC(O)(O)NS. The calculation puts the HOMO energy at -8.18 eV. The energy above the lowest of the compared OMol25 structures with the same formula, charge and spin is 1.590 eV. Its maximum force is 3.2 eV/Å. As for the HOMO-LUMO gap: 8.6 eV.



2.
Computed, not measured: the molecule C7H11NO2S, with ωB97M-V/def2-TZVPD.

Bonds (Å) are listed after each position.
Cartesian coordinates (Å):
1 C 0.616 1.581 0.023  C2 1.288, C4 1.501, H12 1.086
2 C -0.635 1.292 -0.084  C1 1.288, C3 1.471
3 C -2.029 0.863 0.110  C2 1.471, C6 1.542, H13 1.095, H14 1.091
4 C 1.685 0.624 -0.418  C1 1.501, C7 1.509, S11 1.876, H15 1.091
5 C -0.646 -0.996 -0.634  C6 1.545, S11 1.741, H16 1.072
6 C -1.827 -0.654 0.301  C3 1.542, C5 1.545, N8 1.442, H17 1.094
7 C 3.001 0.757 0.308  C4 1.509, H18 1.088, H19 1.089, H20 1.088
8 N -3.037 -1.408 0.082  C6 1.442, H21 1.013, H22 1.015
9 O 0.937 -1.169 1.422  S11 1.440
10 O 1.788 -2.018 -0.736  S11 1.442
11 S 0.980 -1.067 -0.014  C4 1.876, C5 1.741, O9 1.440, O10 1.442
12 H 0.968 2.523 0.433  C1 1.086
13 H -2.514 1.382 0.943  C3 1.095
14 H -2.616 1.040 -0.793  C3 1.091
15 H 1.816 0.629 -1.501  C4 1.091
16 H -0.770 -1.079 -1.696  C5 1.072
17 H -1.475 -0.849 1.319  C6 1.094
18 H 2.835 0.620 1.375  C7 1.088
19 H 3.469 1.724 0.131  C7 1.089
20 H 3.671 -0.027 -0.037  C7 1.088
21 H -2.919 -2.374 0.364  N8 1.013
22 H -3.299 -1.392 -0.898  N8 1.015

The calculation puts the HOMO energy (alpha / beta) at -8.22 / -8.76 eV. The energy above the lowest of the compared OMol25 structures with the same formula, charge and spin is 3.892 eV. Its maximum force is 2.8 eV/Å. As for the HOMO-LUMO gap (alpha / beta): 7.3 / 8.5 eV.



3.
Computed, not measured: the molecule C6H11P, with ωB97M-V/def2-TZVPD.

Bonds (Å) are listed after each position.
Cartesian coordinates (Å):
1 C 3.683 -0.239 -1.485  P7 1.668, H8 1.109, H9 0.998
2 C -0.479 0.145 0.402  C3 1.332, C5 1.523, H10 1.100
3 C -0.156 -0.058 -0.875  C2 1.332, C6 1.544, H11 1.025
4 C -2.356 0.771 1.934  C5 1.519, H12 1.073, H13 1.052, H14 1.054
5 C -1.488 1.224 0.773  C2 1.523, C4 1.519, H15 1.157, H16 1.142
6 C 0.740 -1.125 -1.540  C3 1.544, P7 2.112, H17 1.174, H18 1.112
7 P 2.328 -0.064 -2.441  C1 1.668, C6 2.112
8 H 4.579 0.234 -1.935  C1 1.109
9 H 3.801 -0.760 -0.642  C1 0.998
10 H -0.313 -0.603 1.191  C2 1.100
11 H -0.631 0.595 -1.505  C3 1.025
12 H -3.321 1.226 2.050  C4 1.073
13 H -2.638 -0.232 1.791  C4 1.052
14 H -1.874 0.696 2.868  C4 1.054
15 H -2.282 1.427 -0.044  C5 1.157
16 H -0.966 2.203 1.043  C5 1.142
17 H 1.347 -1.707 -0.720  C6 1.174
18 H 0.074 -1.639 -2.268  C6 1.112

The structure (SMILES) is C=PC/C=C/CC. The calculation puts the HOMO energy at -8.68 eV. The energy above the lowest of the compared OMol25 structures with the same formula, charge and spin is 1.897 eV. Its maximum force is 4.6 eV/Å. As for the HOMO-LUMO gap: 9.0 eV.